Record 1
{"formula": "C5H7F3N2O", "method": "ωB97M-V/def2-TZVPD", "species": ["C", "C", "C", "C", "C", "N", "N", "O", "F", "F", "F", "H", "H", "H", "H", "H", "H", "H"], "xyz": [[0.487, -1.330, 1.517], [1.756, -1.015, 1.237], [-0.192, 0.365, -0.818], [-1.417, 1.602, 0.810], [0.217, -0.794, -1.603], [-0.576, -0.514, 1.356], [-0.684, 0.362, 0.403], [-0.299, 1.587, -1.508], [-0.175, -2.040, -1.153], [-0.480, -0.657, -2.819], [1.541, -0.900, -2.016], [0.266, -2.235, 2.000], [2.581, -1.426, 1.613], [1.953, -0.109, 0.767], [-0.687, 2.394, 0.492], [-2.332, 1.857, 0.263], [-1.401, 1.622, 1.815], [-0.560, 1.231, -2.353]], "atomic_forces_ev_per_a": [[2.09, 0.09, -0.79], [-3.06, 0.98, -0.54], [-0.03, 1.51, 0.86], [2.09, 1.37, -3.87], [0.23, -2.70, -2.11], [-2.14, 0.88, -0.04], [-0.05, -0.23, 0.27], [0.29, -1.88, 0.63], [0.76, 2.15, -0.12], [0.58, 0.00, 0.61], [-1.73, 0.37, 1.06], [-0.42, -1.00, 0.80], [2.83, -2.36, 1.40], [0.29, 1.61, -1.01], [-0.83, -0.37, 0.43], [0.12, -0.77, 0.33], [-0.71, -0.30, 3.36], [-0.31, 0.64, -1.27]], "orbital_gap_ha": [0.282, 0.282], "lumo_energy_ev": [0.06, 0.06], "e_above_lowest_kcal_mol": 76.0, "max_force_ev_per_a": 4.61}


Record 2
{"formula": "C38H74F4N6O6S", "method": "ωB97M-V/def2-TZVPD", "species": ["C", "C", "C", "C", "C", "C", "C", "C", "C", "C", "F", "C", "C", "C", "C", "C", "C", "N", "C", "C", "F", "F", "F", "C", "N", "S", "N", "C", "H", "H", "H", "H", "H", "H", "H", "H", "H", "H", "H", "H", "H", "H", "H", "H", "H", "H", "H", "H", "H", "H", "H", "H", "H", "H", "H", "H", "H", "C", "O", "C", "C", "N", "C", "C", "O", "C", "H", "H", "H", "H", "H", "H", "H", "H", "H", "H", "H", "H", "H", "H", "H", "C", "O", "C", "C", "N", "C", "C", "O", "C", "H", "H", "H", "H", "H", "H", "H", "H", "H", "H", "H", "H", "H", "H", "H", "C", "O", "C", "C", "N", "C", "C", "O", "C", "H", "H", "H", "H", "H", "H", "H", "H", "H", "H", "H", "H", "H", "H", "H"], "xyz": [[-0.741, 4.998, -1.109], [-2.037, 4.348, -0.596], [-2.619, 3.413, -1.661], [-3.522, 2.330, -1.077], [-2.797, 1.103, -0.457], [-1.303, 1.032, -0.720], [-0.612, -0.236, -0.222], [-0.962, -0.704, 1.215], [0.059, -0.230, 2.210], [0.087, 1.074, 2.606], [-0.885, 1.895, 2.150], [1.040, 1.668, 3.473], [0.945, 3.164, 3.644], [1.155, 3.873, 2.282], [2.645, 4.167, 1.972], [3.064, 3.629, 0.592], [3.899, 2.341, 0.648], [3.118, 1.104, 0.626], [1.985, 0.849, 4.051], [2.997, 1.388, 5.030], [2.438, 2.153, 5.975], [3.662, 0.436, 5.670], [3.915, 2.151, 4.403], [1.976, -0.537, 3.702], [2.804, -1.483, 4.178], [2.416, -2.848, 3.494], [1.177, -2.397, 2.558], [1.049, -1.081, 2.780], [0.093, 4.316, -0.967], [-0.855, 5.203, -2.170], [-0.544, 5.955, -0.635], [-1.861, 3.815, 0.336], [-2.738, 5.159, -0.423], [-3.243, 4.038, -2.300], [-1.842, 3.027, -2.311], [-4.264, 2.019, -1.807], [-4.080, 2.807, -0.275], [-2.992, 1.103, 0.610], [-3.260, 0.197, -0.842], [-0.806, 1.926, -0.359], [-1.167, 1.048, -1.801], [0.455, -0.016, -0.222], [-0.729, -1.054, -0.920], [-0.915, -1.790, 1.221], [-1.966, -0.438, 1.519], [-0.059, 3.390, 3.992], [1.682, 3.541, 4.331], [0.785, 3.270, 1.462], [0.567, 4.784, 2.273], [2.760, 5.246, 1.946], [3.266, 3.747, 2.752], [3.659, 4.394, 0.095], [2.197, 3.459, -0.042], [4.521, 2.362, 1.540], [4.550, 2.326, -0.221], [2.226, 1.196, 1.090], [3.000, 0.740, -0.305], [-8.942, 8.337, -1.059], [-8.006, 8.094, -0.027], [-8.599, 7.776, 1.228], [-8.246, 6.363, 1.636], [-8.902, 5.391, 0.770], [-8.457, 4.015, 0.966], [-7.015, 3.679, 0.602], [-6.732, 3.777, -0.781], [-6.311, 5.054, -1.224], [-8.383, 8.632, -1.945], [-9.526, 7.441, -1.295], [-9.624, 9.149, -0.791], [-9.683, 7.912, 1.196], [-8.194, 8.471, 1.969], [-8.570, 6.196, 2.667], [-7.151, 6.273, 1.604], [-8.735, 5.652, -0.193], [-9.107, 3.377, 0.361], [-8.629, 3.739, 2.011], [-6.850, 2.630, 0.866], [-6.290, 4.261, 1.184], [-5.758, 5.592, -0.450], [-7.154, 5.665, -1.560], [-5.652, 4.904, -2.081], [1.090, -3.953, -1.726], [1.344, -2.561, -1.661], [2.452, -2.220, -0.835], [3.555, -1.599, -1.662], [4.165, -2.586, -2.543], [5.097, -2.026, -3.518], [4.529, -1.106, -4.593], [3.661, -1.754, -5.504], [2.296, -1.786, -5.130], [0.191, -4.095, -2.324], [1.917, -4.492, -2.201], [0.915, -4.367, -0.728], [2.816, -3.091, -0.283], [2.102, -1.487, -0.102], [4.320, -1.195, -0.992], [3.113, -0.762, -2.226], [3.431, -3.073, -3.040], [5.577, -2.868, -4.023], [5.885, -1.491, -2.978], [5.372, -0.744, -5.189], [4.045, -0.218, -4.169], [2.013, -0.904, -4.549], [2.054, -2.688, -4.560], [1.704, -1.804, -6.045], [3.634, -6.126, 1.677], [4.728, -6.765, 1.050], [5.169, -7.944, 1.713], [4.951, -9.147, 0.824], [3.527, -9.423, 0.669], [3.215, -10.428, -0.342], [3.521, -10.085, -1.796], [2.730, -9.032, -2.316], [3.252, -7.728, -2.136], [3.422, -5.214, 1.119], [2.739, -6.758, 1.667], [3.877, -5.855, 2.709], [4.662, -8.071, 2.674], [6.240, -7.833, 1.909], [5.437, -10.020, 1.269], [5.438, -8.939, -0.138], [3.057, -8.562, 0.421], [2.145, -10.636, -0.270], [3.734, -11.356, -0.083], [3.277, -10.966, -2.396], [4.586, -9.883, -1.962], [4.345, -7.721, -2.145], [2.895, -7.273, -1.208], [2.896, -7.114, -2.965]], "atomic_forces_ev_per_a": [[-0.49, -0.19, 0.17], [0.61, 0.25, -0.67], [-0.63, 0.35, 0.17], [0.39, -0.04, 0.31], [-0.24, 0.21, -0.13], [-0.23, -0.25, -0.47], [0.11, 0.45, 0.56], [0.60, -0.59, -0.28], [-0.61, 0.43, -0.12], [0.02, -0.60, -0.05], [-0.13, -0.09, 0.03], [0.65, 0.02, 0.55], [-0.23, -0.19, -0.93], [0.55, -0.12, 0.28], [-1.04, 0.02, -0.67], [0.68, 0.06, 0.29], [-0.60, 0.04, -0.32], [0.38, -0.18, 0.39], [-0.51, 0.05, -0.25], [0.08, -0.18, -0.24], [-0.28, 0.29, 0.23], [0.17, -0.19, 0.15], [0.16, 0.21, -0.10], [0.63, -0.25, 0.53], [0.23, 0.36, 0.15], [-0.47, -0.36, -0.49], [0.45, 0.06, 0.33], [-0.62, 0.48, -0.39], [0.26, 0.07, -0.08], [0.11, 0.01, -0.23], [0.22, 0.01, 0.26], [0.00, 0.01, 0.21], [-0.34, -0.07, 0.33], [-0.01, 0.04, -0.23], [0.19, -0.22, 0.00], [-0.01, -0.14, -0.16], [-0.31, 0.08, 0.01], [0.07, 0.00, 0.20], [-0.04, -0.20, -0.03], [0.10, 0.12, 0.25], [0.15, 0.03, -0.14], [0.23, -0.14, -0.14], [-0.28, -0.17, -0.13], [-0.06, -0.15, 0.06], [-0.15, 0.21, 0.02], [-0.07, 0.09, 0.29], [0.01, 0.09, 0.40], [-0.34, -0.14, 0.01], [-0.04, 0.21, 0.00], [0.25, 0.16, 0.30], [0.30, 0.06, 0.11], [0.12, 0.08, -0.10], [-0.14, 0.02, -0.11], [0.17, -0.02, 0.08], [0.25, -0.12, -0.04], [-0.08, -0.02, -0.09], [-0.23, 0.10, -0.13], [0.12, 0.01, 0.04], [-0.17, -0.06, -0.11], [0.20, 0.10, 0.17], [-0.03, -0.11, -0.23], [0.13, 0.03, 0.10], [-0.16, 0.07, -0.15], [0.02, -0.27, 0.12], [0.02, 0.18, 0.05], [0.00, -0.17, -0.18], [0.03, -0.01, 0.02], [-0.08, 0.04, 0.01], [-0.05, -0.02, -0.02], [-0.02, -0.06, -0.06], [-0.03, 0.01, -0.01], [0.01, -0.02, 0.01], [0.02, 0.07, 0.13], [-0.03, 0.01, -0.03], [0.03, -0.04, 0.02], [0.03, 0.02, 0.03], [0.01, 0.00, -0.02], [-0.03, 0.11, -0.05], [-0.04, 0.03, 0.04], [0.03, 0.10, 0.09], [0.01, -0.03, 0.02], [-0.05, 0.12, -0.01], [0.06, -0.26, -0.03], [-0.11, 0.29, 0.08], [0.05, -0.19, -0.16], [-0.05, 0.17, 0.00], [-0.04, -0.22, 0.02], [0.23, 0.09, -0.07], [-0.11, 0.05, 0.09], [0.05, -0.11, -0.17], [0.00, 0.04, -0.01], [0.01, -0.05, 0.07], [0.03, -0.04, 0.00], [0.04, -0.05, -0.07], [0.04, -0.04, 0.07], [0.00, 0.01, -0.01], [-0.02, 0.11, 0.11], [0.00, -0.05, -0.01], [0.03, 0.04, -0.03], [-0.02, 0.04, 0.02], [-0.02, 0.00, -0.01], [-0.09, -0.06, 0.05], [0.01, -0.01, 0.06], [-0.05, 0.07, 0.10], [0.03, 0.02, -0.01], [0.09, -0.01, -0.08], [-0.18, 0.06, 0.07], [0.26, -0.02, -0.09], [-0.22, 0.05, -0.08], [0.14, -0.03, -0.06], [-0.15, 0.11, 0.11], [-0.03, -0.24, -0.09], [0.11, 0.09, 0.05], [-0.19, -0.02, -0.09], [0.05, -0.01, -0.04], [-0.02, 0.02, 0.11], [-0.07, -0.01, 0.04], [-0.09, -0.01, -0.03], [-0.02, 0.01, 0.02], [-0.01, -0.02, -0.01], [0.14, -0.03, 0.05], [-0.03, 0.02, 0.02], [0.01, -0.04, -0.04], [0.05, 0.01, -0.01], [-0.01, 0.02, -0.01], [0.00, 0.10, 0.06], [0.02, -0.01, 0.06], [0.12, 0.03, 0.04], [0.00, -0.03, -0.02]], "orbital_gap_ha": 0.289, "lumo_energy_ev": -0.83, "max_force_ev_per_a": 1.23}


Record 3
{"formula": "C3H7O2", "method": "ωB97M-V/def2-TZVPD", "species": ["O", "C", "C", "C", "O", "H", "H", "H", "H", "H", "H", "H"], "xyz": [[1.650, -1.603, 0.721], [0.677, -0.748, 0.979], [-0.301, -0.485, -0.221], [-1.083, 0.812, -0.147], [-0.664, 1.795, -1.165], [0.972, 0.306, 1.331], [-0.035, -1.010, 1.851], [0.325, -0.486, -1.105], [-1.003, -1.323, -0.264], [-2.159, 0.694, -0.298], [-0.873, 1.343, 0.772], [-0.865, 1.375, -2.015]], "atomic_forces_ev_per_a": [[-0.08, -0.03, 0.13], [-0.58, 0.64, 0.55], [-0.22, -0.17, 0.49], [0.44, 0.78, -1.02], [-0.32, -0.55, 0.01], [0.29, -0.28, -0.37], [0.27, -0.20, -0.29], [0.10, -0.04, -0.33], [0.14, -0.12, -0.23], [-0.12, -0.16, 0.35], [-0.16, -0.04, 0.44], [0.23, 0.17, 0.28]], "total_charge": -1, "orbital_gap_ha": 0.227, "lumo_energy_ev": 3.95, "e_above_lowest_kcal_mol": 57.7, "max_force_ev_per_a": 1.35, "smiles": "[O-]CCCO"}


Record 4
{"formula": "C2H5N4O2", "method": "ωB97M-V/def2-TZVPD", "species": ["C", "C", "N", "N", "N", "N", "O", "O", "H", "H", "H", "H", "H"], "xyz": [[-0.824, 0.990, 0.317], [0.348, -1.233, -0.044], [1.561, -0.849, 0.263], [-1.996, -1.068, -0.327], [-0.791, -0.446, -0.159], [2.149, 0.185, -0.201], [1.750, 0.887, -1.169], [3.236, 0.470, 0.352], [0.155, 1.204, 0.506], [-1.584, 1.099, 1.084], [-1.304, 1.451, -0.544], [0.161, -2.272, -0.048], [-2.861, -0.418, -0.030]], "atomic_forces_ev_per_a": [[-2.47, -2.63, -2.36], [-4.51, 2.88, -0.72], [1.15, -0.75, 0.81], [-2.02, 0.89, 0.03], [0.81, -1.46, 2.14], [1.61, 1.54, -0.42], [-0.56, -0.53, 0.27], [0.09, 0.20, -0.07], [2.14, 1.55, 0.72], [0.46, -0.40, 0.65], [0.71, 0.80, -0.13], [-0.42, -0.89, -0.21], [3.00, -1.22, -0.69]], "total_charge": -1, "orbital_gap_ha": [0.239, 0.240], "lumo_energy_ev": [4.02, 4.02], "e_above_lowest_kcal_mol": 46.2, "max_force_ev_per_a": 5.40}